[1]
Density functional theory data (ωB97M-V/def2-TZVPD) for C5H8 in the gas phase.

Element x y z (Å)
C  -0.53231  -0.43207  -1.42179
C  -0.22255  -1.04406  -0.10924
C  0.74815  -0.26990  0.76464
C  0.23401  1.18606  0.73520
C  -1.48677  -0.20970  -0.28305
H  0.08866  0.35212  -1.85273
H  -1.03575  -1.04579  -2.16728
H  -0.35122  -2.11253  0.04648
H  1.78965  -0.35734  0.42067
H  0.72451  -0.65779  1.78866
H  0.32145  1.70254  1.69001
H  0.68914  1.78574  -0.05798
H  -0.86775  1.17883  0.53934

Forces on atoms 1 to 2 (eV/Å):
-0.036 0.012 -0.131
-0.014 -0.120 0.067

Calculated values
Kohn-Sham gap   8.83 eV
Energy above the lowest of the compared OMol25 structures with the same formula, charge and spin   100.15 kcal per mole

[2]
Density functional theory data (ωB97M-V/def2-TZVPD) for C6H4BrClN2O2 in the gas phase.

Element x y z (Å)
C  -2.16635  0.99981  -0.21297
C  -1.36861  1.48336  0.78472
C  -1.92673  -0.25325  -0.83065
C  0.11573  -0.42729  0.81405
C  3.31267  -1.07562  -0.24691
C  -0.09966  -1.56958  -1.36355
N  -0.28506  0.82007  1.31630
N  -0.52343  -0.70520  -0.47201
O  -2.53920  -0.90518  -1.59617
O  0.74387  -1.30996  1.32476
Cl  1.66613  -1.80516  -1.40996
Br  2.98961  0.80918  -0.03724
H  -2.92276  1.65035  -0.38864
H  -1.36494  2.37611  1.35908
H  3.99915  -1.12303  -1.07170
H  0.36960  1.03540  2.03088

Forces on atoms 1 to 2 (eV/Å):
2.206 0.802 2.606
1.616 -1.322 0.290

Calculated values
Kohn-Sham gap   6.94 eV

[3]
Density functional theory data (ωB97M-V/def2-TZVPD) for C21H42O4 in the gas phase.

Element x y z (Å)
C  -9.57922  -1.10702  0.50529
C  -9.03985  0.31315  0.63040
C  -7.51310  0.38191  0.58132
C  -6.93845  -0.01950  -0.77618
C  -5.44465  0.28004  -0.90531
C  -4.58309  -0.55379  0.04213
C  -3.08911  -0.46139  -0.26829
C  -2.50304  0.92726  -0.02148
C  -0.99272  0.93853  -0.24208
H  -0.78042  0.62906  -1.26853
C  -0.37417  2.31244  0.00167
C  1.13473  2.31217  -0.23776
C  1.73862  3.69980  -0.03654
C  3.21368  3.80766  -0.42785
C  4.16927  2.99646  0.45850
C  4.56529  1.64790  -0.14129
C  5.54597  0.90282  0.76206
C  6.00071  -0.42456  0.15496
C  4.90515  -1.45543  0.04154
O  4.80867  -2.23884  -0.87451
O  4.08279  -1.43864  1.08911
C  3.03925  -2.40412  1.13836
H  3.34652  -3.31402  0.61057
H  2.88382  -2.63148  2.19496
C  1.71455  -1.87759  0.54668
O  0.70012  -2.81623  0.79116
H  0.75004  -3.47603  0.08440
C  1.81324  -1.60022  -0.96539
O  2.17383  -2.75464  -1.67443
H  3.13951  -2.85495  -1.61582
H  0.81944  -1.31197  -1.31882
H  2.50448  -0.77127  -1.15805
H  1.43493  -0.95823  1.07257
H  6.77727  -0.86711  0.78527
H  6.42237  -0.27629  -0.84068
H  6.42660  1.52752  0.92628
H  5.08069  0.71514  1.73047
H  5.02883  1.81216  -1.11734
H  3.67630  1.03527  -0.29493
H  5.08347  3.57262  0.62003
H  3.71144  2.83688  1.43661
H  3.49100  4.86259  -0.37063
H  3.33256  3.49836  -1.46838
H  1.62202  3.99568  1.00882
H  1.17390  4.41374  -0.64190
H  1.60146  1.60202  0.44726
H  1.33474  1.97621  -1.25823
H  -0.57767  2.62572  1.02840
H  -0.84385  3.04107  -0.66363
H  -0.53174  0.20797  0.42603
H  -2.96767  1.65160  -0.69266
H  -2.72122  1.23421  1.00412
H  -2.55477  -1.18105  0.35704
H  -2.91961  -0.74312  -1.31048
H  -4.75183  -0.23427  1.07186
H  -4.88935  -1.59999  -0.03631
H  -5.13604  0.07162  -1.93310
H  -5.27816  1.34240  -0.71745
H  -7.47263  0.52720  -1.55793
H  -7.10139  -1.08534  -0.94533
H  -7.20309  1.40642  0.80335
H  -7.10485  -0.26519  1.35950
H  -9.37720  0.73572  1.58022
H  -9.45508  0.92998  -0.17028
H  -9.34740  -1.52729  -0.46972
H  -10.66010  -1.11321  0.62824
H  -9.14376  -1.74745  1.26948

Forces on atoms 1 to 2 (eV/Å):
-0.016 0.253 -0.021
0.152 -0.133 0.147

Calculated values
Kohn-Sham gap   10.80 eV
SMILES string   CCCCCCCCCCCCCCCCCC(=O)OC[C@H](O)CO
Energy above the lowest of the compared OMol25 structures with the same formula, charge and spin   4.35 kcal per mole

[4]
Density functional theory data (ωB97M-V/def2-TZVPD) for 2 unconnected molecules or ions with the total composition C3H9NS.

Element x y z (Å)
C  -1.44781  -0.22751  -0.53942
C  1.35778  -1.91818  -0.16359
C  -0.97073  1.09423  0.20207
N  1.25663  2.14349  1.27276
S  0.83212  1.17579  0.04311
H  -2.34478  -0.01249  -1.06105
H  -0.75288  -0.67840  -1.19822
H  -1.57172  -1.10497  0.07775
H  2.21123  -1.45702  -0.40086
H  0.72949  -2.17732  -0.95008
H  1.10988  -2.41554  0.71586
H  -1.29961  1.19325  1.23848
H  -1.33664  1.93566  -0.43525
H  2.22703  2.44901  1.19844

Forces on atoms 1 to 2 (eV/Å):
0.306 0.695 1.568
-2.203 -0.976 0.189

Calculated values
Kohn-Sham gap (alpha / beta)   8.66 / 8.12 eV
Energy above the lowest of the compared OMol25 structures with the same formula, charge and spin   97.21 kcal per mole

Looking at DFT total energy for the records above, in order, we have -5309.824; -95920.059; -30649.663; -15578.115 eV.